Entry 1:
140
Properties=species:S:1:pos:R:3:forces:R:3 method="wB97M-V/def2-TZVPD" multiplicity=1 homo_ev=-7.21 e_lumo_ha=0.0176 homo_lumo_gap_ha=0.2825 total_charge=0
C -1.600 2.766 -3.274 0.4579 -0.0044 0.4751
C -2.194 2.828 -2.231 -0.4593 0.1479 0.0373
C -2.864 2.875 -0.912 0.3225 -0.5933 -0.4242
C -1.804 2.455 0.117 -0.6347 0.3459 -0.0483
C -0.942 3.457 0.550 0.3430 -0.0950 0.3943
C 0.085 3.197 1.451 -0.2206 -0.3132 -0.0828
C 0.243 1.899 1.916 0.1758 0.0618 -0.0424
C -0.614 0.902 1.484 -0.3805 -0.8361 -0.2811
C -1.659 1.139 0.584 0.2839 0.9971 0.2383
N -2.505 0.086 0.172 0.8644 0.1229 -0.1189
C -1.816 -1.071 -0.251 -0.0621 -0.5699 -0.5025
C -2.165 -1.677 -1.459 0.0861 -0.0207 0.1832
C -1.495 -2.804 -1.914 0.2573 -0.1856 -0.3213
C -1.861 -3.516 -3.205 -0.5362 0.2057 0.0669
C -2.558 -2.648 -4.276 -0.1743 -0.5131 0.7079
C -1.647 -1.622 -4.928 -0.0606 -0.9205 0.0347
F -0.424 -2.195 -5.083 0.0812 -0.0274 -0.2229
F -1.448 -0.529 -4.162 -0.1673 0.2556 0.0224
C -2.094 -1.144 -6.344 0.7612 0.6903 0.1346
F -0.970 -0.842 -7.032 -0.0337 0.1656 -0.1077
F -2.723 -2.103 -7.037 -0.2466 -0.2607 0.1955
C -2.957 0.155 -6.380 -0.4052 -0.4557 -0.5964
F -3.385 0.279 -7.658 -0.0551 -0.2394 -0.1223
F -2.219 1.233 -6.132 0.1182 0.0631 0.5068
C -4.243 0.149 -5.499 -0.2582 1.4044 -0.3750
F -4.004 0.607 -4.281 0.1850 -0.5032 0.3228
F -4.821 -1.044 -5.458 0.1177 -0.3607 0.1288
F -5.119 0.999 -6.055 -0.0393 -0.0707 -0.0602
C -0.455 -3.325 -1.144 0.0332 0.1433 0.4610
O 0.247 -4.448 -1.593 -0.2310 -0.0083 -0.0064
C -0.072 -2.750 0.067 -0.1037 -0.0104 0.0605
C 1.091 -3.264 0.898 0.0448 1.5025 -0.3603
C 2.259 -2.234 0.822 0.7732 -0.6776 -0.2289
C 3.271 -2.509 -0.318 -1.3606 0.3872 -0.0203
C 2.806 -1.978 -1.685 0.2435 0.5866 0.2305
C 2.666 -0.442 -1.737 0.5396 -0.3840 -0.6142
C 4.011 0.315 -1.562 -0.7210 0.4726 -0.3165
C 4.396 1.155 -2.807 0.3372 0.1080 0.3532
C -0.781 -1.624 0.502 -0.1423 0.5895 0.2227
S -0.417 -0.783 2.039 -0.0783 -0.0361 0.0716
H -0.826 2.695 -4.004 -0.3241 -0.0483 -0.2500
H -3.761 2.236 -0.926 0.5823 0.2972 0.0590
H -3.229 3.882 -0.702 0.1839 0.0128 0.0288
H -1.057 4.466 0.170 -0.1177 -0.0772 -0.0730
H 0.773 3.969 1.772 -0.1019 0.0450 -0.0260
H 1.047 1.646 2.598 -0.0456 -0.0028 -0.0371
H -3.136 0.406 -0.549 -0.2756 -0.1137 0.1380
H -2.971 -1.235 -2.035 0.0808 0.0016 -0.0093
H -2.600 -4.287 -2.948 0.1085 -0.0096 -0.0575
H -1.013 -4.048 -3.632 0.0769 0.1709 0.1149
H -2.961 -3.340 -5.016 0.1758 0.2539 -0.2053
H -3.428 -2.190 -3.802 0.1017 0.2997 -0.2762
H -0.146 -5.209 -1.151 0.0794 -0.1269 -0.0824
H 0.765 -3.285 1.940 0.0317 -0.4476 -0.0495
H 1.464 -4.225 0.549 -0.2401 -0.0934 0.1871
H 1.895 -1.216 0.705 -0.1194 -0.0539 0.2737
H 2.820 -2.299 1.759 -0.1261 0.1483 0.0032
H 4.191 -1.986 -0.050 0.1912 -0.4275 -0.0407
H 3.388 -3.594 -0.381 0.4655 0.0921 0.0614
H 1.847 -2.396 -2.000 0.1759 -0.2810 0.0479
H 3.576 -2.244 -2.422 -0.2227 -0.1386 -0.0889
H 1.892 -0.077 -1.059 0.1110 -0.0105 0.0449
H 2.320 -0.204 -2.748 -0.2462 -0.0134 0.1662
H 3.873 1.031 -0.748 0.2562 -0.2338 0.1772
H 4.827 -0.368 -1.315 -0.0786 0.0538 0.1250
H 3.564 1.276 -3.501 0.0310 -0.1000 0.0279
H 4.668 2.161 -2.477 0.0866 -0.0545 -0.1770
H 5.259 0.751 -3.343 -0.1425 -0.0937 -0.0293
C -6.821 3.506 1.852 -0.5419 0.3025 -0.2644
C -7.843 2.502 1.333 0.1150 0.3211 0.0186
C -7.258 1.091 1.218 -0.4513 0.0069 0.0617
C -6.173 1.022 0.247 0.1620 -0.0276 0.1926
N -5.290 0.992 -0.484 -0.4492 -0.2674 -0.1625
H -5.978 3.605 1.168 0.0702 -0.0603 0.0731
H -7.280 4.492 1.960 -0.0181 -0.0180 -0.0600
H -6.443 3.205 2.815 0.0435 -0.0061 0.1087
H -8.224 2.834 0.364 -0.0145 -0.1376 -0.0312
H -8.697 2.466 2.011 0.0033 -0.1018 -0.0140
H -8.041 0.389 0.924 0.0920 -0.0593 -0.0842
H -6.884 0.761 2.189 0.1554 0.0173 -0.0509
C 0.653 5.899 -3.909 0.0040 -0.0104 0.0219
C 1.440 6.322 -2.674 -0.1815 0.0491 -0.1954
C 2.683 5.460 -2.431 -0.0624 0.2992 0.1085
C 2.343 4.069 -2.138 0.0694 -0.0243 -0.0302
N 2.076 2.976 -1.910 -0.1249 0.0425 0.0460
H 0.267 4.885 -3.804 0.0123 0.0036 0.0224
H -0.198 6.562 -4.063 -0.0094 -0.0224 -0.0207
H 1.278 5.939 -4.804 0.0014 -0.0030 -0.0008
H 0.788 6.288 -1.799 0.0672 -0.0323 0.0468
H 1.759 7.359 -2.793 0.0795 -0.0208 0.0674
H 3.249 5.865 -1.590 0.0321 -0.1129 0.0285
H 3.341 5.496 -3.302 -0.0197 -0.1105 -0.0174
C 8.514 -4.797 -1.371 -0.0568 0.0324 0.0101
C 7.087 -5.331 -1.449 0.3799 -0.0410 -0.0366
C 6.028 -4.305 -1.040 0.0691 -0.2695 -0.2041
C 6.147 -3.924 0.367 0.0069 0.0616 -0.0434
N 6.263 -3.632 1.472 -0.0002 -0.0211 0.0085
H 8.781 -4.525 -0.348 -0.0217 0.0305 -0.0046
H 9.220 -5.557 -1.707 0.0087 0.0157 0.0023
H 8.641 -3.916 -2.004 0.0200 0.0086 0.0207
H 6.994 -6.218 -0.825 -0.0985 0.0062 -0.0148
H 6.884 -5.643 -2.476 -0.1223 0.0146 0.0220
H 5.036 -4.726 -1.206 -0.0295 0.0280 0.0910
H 6.101 -3.413 -1.666 -0.0011 0.0799 0.1163
C -2.578 4.736 5.707 0.0129 0.1003 -0.0185
C -3.683 3.901 6.342 0.1416 0.2402 -0.0465
C -3.769 2.489 5.755 -0.0864 0.0335 0.3256
C -4.138 2.501 4.341 0.1546 -0.1233 -0.0613
N -4.416 2.514 3.227 0.3400 -0.1655 0.1852
H -2.756 4.891 4.641 -0.0095 -0.0370 -0.0013
H -2.524 5.718 6.180 -0.0107 0.0063 -0.0197
H -1.611 4.247 5.826 -0.0398 0.0192 -0.0612
H -4.641 4.413 6.228 -0.0407 -0.0848 0.0088
H -3.495 3.818 7.415 -0.0311 -0.1116 -0.0069
H -4.512 1.908 6.305 -0.0379 -0.0474 -0.1118
H -2.812 1.978 5.875 0.0338 0.0327 -0.1370
C 2.479 -6.686 -2.784 0.0412 0.0016 0.0248
C 1.967 -7.727 -1.794 0.0341 0.1817 -0.2797
C 2.474 -7.494 -0.367 -0.3162 -0.2097 -0.0786
C 3.925 -7.628 -0.277 0.0059 0.2144 0.1007
N 5.070 -7.700 -0.224 -0.0014 -0.1031 -0.0201
H 3.567 -6.721 -2.869 0.0031 -0.0286 0.0226
H 2.064 -6.868 -3.776 0.0151 0.0210 -0.0053
H 2.191 -5.678 -2.481 -0.0119 -0.0044 -0.0048
H 2.256 -8.725 -2.132 -0.0173 -0.0326 0.0980
H 0.875 -7.703 -1.780 0.0007 -0.0342 0.0821
H 2.011 -8.212 0.311 0.1075 -0.0049 0.0622
H 2.181 -6.499 -0.023 0.1360 0.0451 -0.0046
C 1.449 4.657 9.315 -0.0539 0.0104 -0.0053
C 0.340 3.840 9.967 0.1706 0.2284 -0.0263
C 0.226 2.423 9.397 -0.0994 0.1103 0.3103
C -0.157 2.425 7.986 0.1021 -0.1355 -0.0268
N -0.449 2.430 6.876 -0.0106 -0.0382 0.0776
H 1.261 4.806 8.251 0.0131 -0.0373 -0.0043
H 1.517 5.641 9.780 0.0213 -0.0014 -0.0121
H 2.416 4.165 9.427 0.0011 0.0044 -0.0169
H -0.613 4.362 9.855 -0.0377 -0.0792 0.0015
H 0.535 3.764 11.039 -0.0540 -0.0916 -0.0020
H -0.521 1.860 9.960 -0.0286 -0.0589 -0.1052
H 1.173 1.894 9.512 0.0101 -0.0068 -0.1240

Entry 2:
18
Properties=species:S:1:pos:R:3:forces:R:3 method="wB97M-V/def2-TZVPD" multiplicity=2 homo_ev="-0.71 / -0.57" e_lumo_ha="0.1608 / 0.1600" homo_lumo_gap_ha="0.1869 / 0.1811" total_charge=-1
C -2.297 -0.645 0.234 -0.9286 -1.5571 3.1216
C -1.482 0.441 -0.282 2.3547 1.8538 -1.2597
C 0.076 0.284 0.096 -1.5647 0.8670 -0.8269
C 0.465 0.463 1.459 0.3056 -2.2255 2.8373
C 0.956 -0.435 -0.862 -0.6632 -0.4762 -2.0607
C 2.433 0.035 -0.974 -1.8268 -2.4531 0.4979
H -1.905 -1.536 -0.267 -0.3119 -0.3597 0.3176
H -2.101 -0.734 1.408 0.1494 0.0499 -2.2157
H -3.410 -0.695 0.243 0.5435 0.5307 -0.7328
H -1.629 1.514 -0.021 -0.7708 -0.9601 0.4430
H -1.331 0.498 -1.364 -0.9306 -0.3982 -0.4107
H 0.652 1.403 1.939 0.1891 0.3798 -0.0526
H 0.645 -0.425 2.008 0.2145 -0.8514 1.2920
H 0.809 -1.507 -1.121 -0.0138 0.7300 0.2953
H 0.315 1.286 0.107 0.7039 2.9901 -2.5650
H 3.075 -0.645 -1.550 -0.2992 0.2911 0.2591
H 2.620 1.075 -1.098 -0.0024 0.7023 0.2403
H 2.108 -0.377 0.043 2.8513 0.8868 0.8198

Entry 3:
29
Properties=species:S:1:pos:R:3:forces:R:3 method="wB97M-V/def2-TZVPD" multiplicity=1 homo_ev="-7.83 / -8.10" e_lumo_ha="-0.1248 / -0.1210" homo_lumo_gap_ha="0.1628 / 0.1766" total_charge=0
C 3.974 0.972 0.943 1.7364 -0.7846 -0.3497
C 3.810 0.029 -0.023 -0.6317 -2.1884 -2.2112
C 3.063 1.964 1.068 -2.5402 0.4901 -0.6052
C 2.654 0.035 -0.889 2.1324 -1.8938 1.0860
C 1.871 1.974 0.288 -0.3784 2.5788 1.4880
C 1.710 0.975 -0.601 -0.0208 -1.1969 -2.9409
C -0.912 -2.064 -1.914 -0.8831 -1.7037 1.5585
C -2.473 0.435 1.117 -0.2603 -2.6573 -2.3465
C -0.551 -1.379 -0.587 1.6783 1.1534 -1.4723
C -2.056 0.601 -0.332 -2.1992 0.2206 -0.5870
N -0.761 0.073 -0.687 -0.6948 0.4908 -0.2852
F 1.944 -2.778 -0.770 -0.3449 0.6905 -0.1664
P 0.227 0.927 -1.699 -0.6226 1.9301 1.6964
S -0.554 2.588 -2.338 0.7548 -0.9166 -0.1727
H 4.928 0.939 1.502 -0.8815 0.2233 0.0004
H 4.568 -0.784 -0.121 -0.8643 0.7469 -0.1443
H 3.257 2.621 1.852 -0.2071 1.5996 0.9334
H 2.456 -0.799 -1.612 0.5529 0.6649 0.8702
H 1.026 2.753 0.240 1.7891 -0.8798 0.8812
H -1.986 -2.177 -2.143 0.2145 0.6556 0.1331
H -0.387 -1.531 -2.674 0.4326 -0.1664 -0.9049
H -0.593 -3.120 -1.754 0.4184 0.8371 -0.5988
H -1.730 0.852 1.665 1.7423 1.2920 2.4054
H -3.422 0.872 1.144 -1.3036 1.0761 0.6260
H -2.634 -0.615 1.316 0.2381 -0.2615 0.5601
H -1.108 -1.731 0.245 -0.0919 -0.4529 0.8139
H 0.590 -1.474 -0.550 -0.8205 -1.1024 0.5932
H -2.803 0.024 -0.915 0.1925 0.6032 -0.1290
H -2.230 1.696 -0.481 0.8623 -1.0486 -0.7318

Entry 4:
18
Properties=species:S:1:pos:R:3:forces:R:3 method="wB97M-V/def2-TZVPD" multiplicity=2 homo_ev="-13.13 / -13.11" e_lumo_ha="-0.1368 / -0.3254" homo_lumo_gap_ha="0.3458 / 0.1564" total_charge=+1
C 1.953 -1.042 0.357 0.0929 -0.6146 0.7548
C 0.913 -2.087 0.066 -0.4496 -0.5399 -0.4706
S 2.490 -1.095 2.078 0.0289 0.1257 -0.0842
H 2.908 -1.104 -0.156 0.1252 0.0406 -0.4404
H 1.535 -0.048 0.217 -0.0419 0.4383 -0.0464
H 0.057 -1.920 0.705 -0.2756 -0.0256 0.1444
H 1.475 -1.826 2.591 -0.0539 0.0357 -0.0294
H 1.219 -3.129 0.121 0.4697 0.0662 0.3347
H 0.527 -1.971 -0.939 0.0170 0.3310 -0.2139
C -0.446 1.994 -0.763 -0.1513 -0.5723 -0.4526
C -1.552 0.975 -0.473 0.2406 0.6119 -0.7318
O -1.339 -0.226 -0.470 0.2362 -0.0532 0.3371
N -2.796 1.498 -0.407 0.0753 -0.2419 0.4743
H 0.022 2.410 0.125 0.0389 -0.0946 0.1704
H -0.815 2.812 -1.374 -0.1484 0.1619 0.0952
H -3.526 0.845 -0.169 -0.1551 0.1365 0.0375
H -2.894 2.457 -0.121 -0.2116 0.0491 -0.1596
H 0.272 1.459 -1.389 0.1628 0.1451 0.2804

Entry 5:
16
Properties=species:S:1:pos:R:3:forces:R:3 method="wB97M-V/def2-TZVPD" multiplicity=1 homo_ev=-7.99 e_lumo_ha=0.0318 homo_lumo_gap_ha=0.3253 total_charge=0
C -1.227 -1.264 0.878 0.1221 -1.0602 0.9020
C -0.749 1.117 1.473 1.1058 2.3084 -0.5535
C 0.093 2.121 0.894 -0.8131 -0.3919 1.2088
C 0.331 0.430 -0.279 -1.1555 -6.0810 -0.0478
C 0.722 -0.596 -1.228 1.6336 0.5337 -1.3862
C 1.679 -0.481 -2.166 -0.1615 -0.4999 -1.3097
H -0.815 -1.957 0.182 0.2711 -0.5331 -0.2421
H -1.056 -1.639 1.876 0.3070 -0.2277 0.3561
H -2.280 -1.311 0.761 -1.1660 0.5822 -0.4073
H -1.397 1.168 2.333 -0.0293 0.0678 -0.0560
H 0.183 3.213 1.153 -0.0720 -1.6362 -0.0972
H 0.230 -1.524 -1.166 -0.6782 -0.8018 -0.2163
H 2.303 0.433 -2.240 -0.5708 -0.6856 -0.0259
H 1.781 -1.270 -3.026 0.0186 1.4544 2.0683
N -0.613 -0.011 0.726 2.1080 3.5343 -1.7716
N 0.816 1.572 -0.172 -0.9198 3.4365 1.5785

Entry 6:
49
Properties=species:S:1:pos:R:3:forces:R:3 method="wB97M-V/def2-TZVPD" multiplicity=3 homo_ev="-6.66 / -7.65" e_lumo_ha="0.0222 / -0.0782" homo_lumo_gap_ha="0.2670 / 0.2030" total_charge=0
C 0.754 -0.824 -2.860 -1.3408 -0.8291 -2.4600
C 0.224 2.539 -2.694 -0.2115 -0.7342 1.3382
C -0.607 -0.991 -3.067 3.6253 -0.5722 0.8661
H 1.406 -1.746 -3.038 -0.9906 0.6836 1.2038
C -1.004 2.262 -2.236 0.2674 1.5857 -0.1935
H 0.836 3.344 -2.247 -0.6823 -0.2895 -0.2423
H -0.925 -2.029 -2.954 -0.2435 0.2732 -0.0156
H -1.504 3.020 -1.598 0.5716 -0.5943 -0.0512
C -1.568 -0.002 -3.569 -1.4239 0.8521 0.3063
H -2.514 -0.555 -3.689 0.1850 0.3303 -0.2533
H -1.295 0.397 -4.559 -0.0245 -0.5083 0.2816
C 1.602 0.374 -3.258 -0.2236 -0.7324 0.3965
H 2.128 0.042 -4.168 0.2083 -0.0573 0.3728
H 2.344 0.436 -2.446 0.0217 0.6443 -0.4073
C 0.935 1.672 -3.682 0.4260 0.7129 -0.1910
H 0.261 1.491 -4.518 0.2738 -0.0735 -0.1002
H 1.744 2.300 -4.056 0.0714 -0.0410 -0.3709
C -1.976 1.248 -2.719 -0.6531 -0.6332 -0.4782
H -2.643 1.767 -3.424 -0.1113 0.1698 0.2880
H -2.635 0.971 -1.877 0.3589 -0.1804 -0.2313
Pd 1.751 -1.679 -0.698 -0.5312 -0.0070 0.2853
H 3.085 -2.228 -1.238 0.5222 0.0160 -0.3477
C -0.063 -4.272 0.025 0.0806 -0.1255 0.3004
C 0.008 -3.376 1.221 0.2109 0.7403 0.3053
C -0.210 -3.876 2.528 -0.0759 -0.2712 0.0952
C -0.230 -3.024 3.627 -0.0663 0.4654 0.5049
C -0.170 -1.655 3.421 0.2865 0.0233 -0.8118
C 0.077 -1.167 2.064 0.3640 -0.2074 0.6250
N 0.303 -2.103 1.027 -1.0465 0.6703 0.4280
N 0.165 0.098 1.768 0.1416 0.1141 -0.1855
Si 0.082 1.651 2.595 -0.0021 0.0902 -0.1717
C -1.460 1.883 3.633 -0.2513 -0.1971 0.0771
C 1.577 1.853 3.704 0.2105 -0.2291 -0.0010
C 0.096 3.098 1.401 0.0312 -0.0826 -0.1603
H -1.026 -4.174 -0.464 -0.3092 0.1902 0.0003
H 0.690 -3.999 -0.714 0.1649 -0.1942 0.1195
H 0.007 -5.301 0.362 0.2742 -0.2306 -0.2575
H -0.327 -4.949 2.650 -0.0174 0.1764 0.0631
H -0.303 -3.398 4.659 -0.0961 -0.0075 -0.6333
H -0.239 -0.916 4.233 0.0088 -0.4984 -0.4423
H -1.825 0.942 4.060 -0.0249 0.1865 0.0012
H -1.226 2.567 4.459 -0.1152 -0.1137 -0.1628
H -2.269 2.328 3.037 0.1345 -0.1430 0.1601
H 2.425 2.262 3.138 -0.1475 -0.1356 0.1767
H 1.329 2.547 4.517 0.1105 -0.1058 -0.1565
H 1.884 0.896 4.143 0.0253 0.2054 0.0000
H 0.986 3.117 0.764 -0.0788 -0.0723 0.0654
H -0.780 3.132 0.744 0.1012 -0.0858 0.1098
H 0.097 4.024 1.994 -0.0088 -0.1773 -0.0452